A molecular structure, C26H35O5PrS at a distorted geometry, computed with wB97M-V/def2-TZVPD.

Atoms and positions in Å:
O: 0.15064 2.44249 -2.74177
C: 0.85689 3.25620 -3.74277
C: -0.47019 3.55135 -4.45249
H: 1.55327 2.62760 -4.32973
H: 1.29198 4.12238 -3.21716
C: -1.13830 2.94521 -3.20134
H: -0.55772 2.89252 -5.32218
H: -0.76619 4.57192 -4.64455
C: -2.26246 1.92764 -3.39753
H: -1.94600 0.92541 -3.72170
H: -2.90800 2.35423 -4.17533
H: -2.87438 1.88653 -2.46566
C: -1.61512 3.99520 -2.21899
H: -0.78476 4.61971 -1.88253
H: -2.05498 3.53818 -1.32226
H: -2.36065 4.62169 -2.71484
Pr: 0.44138 -1.16011 -0.44433
C: 1.31428 1.07535 1.82543
C: 2.38950 0.30519 1.31728
C: 2.69054 0.78982 0.00824
H: 2.95703 -0.42166 1.88221
C: 1.86072 1.92143 -0.23682
C: 1.03321 2.11359 0.89925
H: 0.35693 2.94608 1.08073
H: 0.83378 0.94597 2.78663
H: 3.50874 0.45495 -0.61285
H: 1.87535 2.57940 -1.09945
C: -1.43564 -0.56521 1.93641
C: -1.85106 0.49362 1.10311
C: -2.38066 -0.07274 -0.08430
H: -1.79926 1.55342 1.34017
C: -2.24046 -1.49145 -0.01677
C: -1.61158 -1.78942 1.23332
H: -1.47686 -2.78154 1.64657
H: -1.10950 -0.45937 2.96248
H: -2.97880 0.46940 -0.81108
H: -2.61398 -2.20994 -0.75164
O: 0.61244 -1.73058 -2.60920
C: -0.26436 -1.20803 -3.67934
C: 0.32291 -1.70103 -5.01435
H: -0.32288 -0.09878 -3.58887
H: -1.27529 -1.66874 -3.53442
C: 1.29483 -2.85911 -4.62649
H: 0.90840 -0.90398 -5.51323
H: -0.49643 -2.06329 -5.65824
C: 1.39972 -2.87748 -3.08390
H: 2.31496 -2.66811 -4.99530
H: 0.93384 -3.81295 -5.03291
H: 2.44609 -2.77926 -2.72467
H: 0.96933 -3.77792 -2.61024
C: -0.82106 -0.28310 7.44158
C: -0.17573 -0.84090 6.20349
C: -0.73321 -1.98673 5.62325
C: -0.20020 -2.52100 4.46037
C: 0.89501 -1.91207 3.83645
C: 1.55119 -0.86483 4.49175
C: 0.97115 -0.27690 5.62106
S: 1.68744 -2.88272 2.54617
O: 3.10942 -2.66092 2.66316
O: 1.07772 -4.18606 2.61073
O: 1.25507 -2.23012 1.22297
H: -1.91238 -0.30815 7.33021
H: -0.54604 -0.90532 8.30781
H: -0.53106 0.75938 7.60612
H: -1.63429 -2.43263 6.05993
H: -0.61723 -3.43820 4.06351
H: 2.46937 -0.45829 4.08080
H: 1.43361 0.60274 6.08803

Values from the calculation:
Orbital gap (spin up / spin down), eV: 6.266 / 6.272
Charge: 0
DFT total energy, eV: -62668.85983
Largest force on an atom, Eh/bohr: 0.113
Spin multiplicity: 3
Expectation value of S²: 2.0036
LUMO energy (spin up / spin down), Ha: -0.012 / -0.012